# C18H35CaF6KN3NaO6P2

C18H35CaF6KN3NaO6P2 as an isolated structure (the ωB97M-V functional and the def2-TZVPD basis, the Open Molecules 2025 dataset).

Calculated values
Kohn-Sham gap in eV: 1.467
HOMO in hartree: -0.360
Charge: +2

```
73
C18H35CaF6KN3NaO6P2, DFT the ωB97M-V functional and the def2-TZVPD basis
Ca 1.955 -4.702 1.667
K -0.562 4.871 -1.506
P -0.159 -4.738 -2.193
P -3.112 -0.506 -1.936
Na -3.183 -0.748 -6.900
F -0.594 -3.091 -2.109
F 0.633 -5.954 -1.407
F -1.145 -4.699 -0.846
F 1.400 -4.164 -2.201
F -1.159 -5.933 -2.736
F -0.106 -4.491 -3.815
O 5.528 4.585 1.676
O -0.108 5.871 0.508
O -2.405 0.693 -2.753
O -1.287 -2.636 -6.084
O -2.438 -1.831 -2.426
O 2.677 1.714 0.194
N 2.841 -0.601 0.213
N -4.630 -0.505 -2.034
N -1.636 -0.198 2.271
C 4.378 4.904 1.121
C -1.979 2.195 2.536
C -1.691 -1.340 1.577
C -2.082 0.942 1.709
C 1.050 -2.187 0.918
C -1.184 -2.659 2.120
C -2.597 -0.211 -0.238
C -0.241 4.432 0.719
C -0.346 4.167 2.204
C 2.004 -1.094 1.305
C -2.241 -2.583 -5.173
C 3.217 0.726 0.636
C -2.572 0.966 0.452
C 0.330 -2.625 2.255
C -2.164 -1.358 0.349
C -0.492 2.676 2.574
C 2.086 -0.458 -1.045
C 4.292 0.820 1.681
H 2.680 -1.519 2.052
H 1.492 -0.278 1.827
H 3.864 0.446 2.607
H 0.114 2.109 1.868
H -2.295 1.935 3.537
H -1.509 0.824 -2.416
H -2.925 1.879 0.018
H -1.250 4.673 2.525
H 4.633 1.829 1.799
H 0.588 -1.887 3.001
H -1.528 -3.472 1.497
H 0.341 -1.930 0.150
H 0.672 3.958 0.278
H -1.256 -0.212 3.206
H 0.528 6.060 -0.202
H -3.224 -2.212 -5.535
H 1.069 -0.078 -0.918
H -2.587 2.959 2.081
H 0.716 -3.609 2.603
H 4.325 5.827 0.497
H -1.504 -1.747 -2.675
H 1.652 -3.050 0.540
H 2.023 -1.441 -1.499
H -2.167 -2.293 -0.182
H -2.552 -3.520 -4.662
H 3.953 4.121 0.431
H 3.514 5.040 1.836
H -1.191 4.013 0.254
H 5.097 0.176 1.353
H 2.630 0.144 -1.749
H -0.051 2.505 3.547
H 0.528 4.608 2.658
H -1.666 -2.786 3.089
H -4.925 -1.402 -2.412
H -2.069 -1.918 -4.288
```

=====

# C18H35N2O10PPd

C18H35N2O10PPd as an isolated structure (the ωB97M-V functional and the def2-TZVPD basis, the Open Molecules 2025 dataset).

Calculated values
Kohn-Sham gap in eV: 4.419
HOMO in hartree: -0.004
Charge: -2
Energy relative to the best compared isomer or geometry (same formula, charge and spin) in kcal per mole: 32.9

```
67
C18H35N2O10PPd, DFT the ωB97M-V functional and the def2-TZVPD basis
Pd -0.763 -0.967 -1.473
P 0.419 -1.082 1.453
O -2.090 -0.664 -5.757
O -1.831 -1.665 -3.772
O 0.914 -1.107 -3.970
O 1.016 -2.360 2.297
O 0.533 0.104 2.604
O -2.194 1.094 -0.279
O -1.037 -1.262 1.249
O 1.415 -0.805 0.389
O 2.508 -3.534 -5.684
O 0.848 -4.120 -4.269
N -1.468 3.187 0.190
N -2.018 2.548 -2.014
C 1.237 -4.245 3.653
C -0.763 -2.771 3.911
C 1.730 0.809 2.914
C -2.280 1.482 -2.964
C -1.530 2.883 1.604
C -1.274 4.563 -0.188
C 2.000 -2.057 -3.901
C -0.883 4.660 -1.649
C 2.904 -0.137 3.175
C -1.903 3.906 -2.482
C -1.320 -1.226 -4.758
C 1.755 -3.382 -4.682
C -1.914 2.203 -0.683
C 0.142 -1.150 -5.125
C 1.401 1.580 4.189
C 0.225 -3.374 2.913
C 2.092 1.785 1.793
C -0.505 -4.205 1.861
H -0.226 -2.173 4.651
H 1.764 -3.653 4.404
H 3.114 -0.723 2.281
H 2.891 -1.586 -4.326
H -3.342 1.423 -3.231
H 0.734 -5.082 4.146
H -1.312 -3.567 4.423
H 0.264 -0.258 -5.752
H -1.443 1.808 1.746
H 0.555 2.247 4.009
H -2.471 3.232 2.054
H 2.128 -2.245 -2.835
H -1.144 -3.558 1.263
H 3.036 2.289 2.021
H -1.462 -2.123 3.383
H -0.702 3.381 2.113
H 0.098 4.202 -1.792
H 2.658 -0.830 3.982
H -2.998 -0.774 -5.439
H 1.970 -4.636 2.946
H -0.832 5.708 -1.955
H -1.601 3.880 -3.531
H -1.958 0.524 -2.518
H 3.791 0.441 3.451
H -0.487 4.986 0.444
H -2.871 4.432 -2.439
H 2.260 2.174 4.515
H 1.307 2.538 1.678
H 0.379 -2.027 -5.737
H -2.184 5.162 -0.007
H 0.217 -4.679 1.192
H 2.180 1.235 0.857
H 1.124 0.884 4.983
H -1.693 1.656 -3.869
H -1.111 -4.978 2.342
```

=====

# C18H35N6O3Pd

C18H35N6O3Pd as an isolated structure (the ωB97M-V functional and the def2-TZVPD basis, the Open Molecules 2025 dataset).

Calculated values
Kohn-Sham gap (alpha / beta) in eV: 8.419 / 8.782
HOMO (alpha / beta) in hartree: -0.400 / -0.443
Charge: +1
Expectation value of S²: 2.005
Energy relative to the best compared isomer or geometry (same formula, charge and spin) in kcal per mole: 0.0
Spin multiplicity: 3

```
63
C18H35N6O3Pd, DFT the ωB97M-V functional and the def2-TZVPD basis
Pd -0.888 0.342 0.642
O 1.935 -1.580 -0.602
O 1.487 0.146 -4.994
O -1.386 1.217 -1.676
N 0.066 0.676 -3.332
N -1.154 -1.875 1.022
N 0.325 -0.108 -1.117
N 0.544 0.081 2.314
N -2.682 0.685 1.937
N -0.735 2.556 0.877
C -2.959 2.128 1.814
C -2.531 -2.386 0.930
C -1.669 2.929 1.947
C 1.443 2.399 2.155
C 2.051 -2.251 -3.416
C 0.645 3.046 1.024
C -3.791 -0.174 1.483
C 3.436 1.220 -2.277
C 1.406 -0.863 -1.443
C -0.483 -2.139 2.306
C -3.551 -1.648 1.799
C 1.186 0.030 -3.834
C 1.736 0.906 2.041
C 1.982 -0.818 -2.856
C 0.689 -2.922 -3.519
C 3.405 -0.222 -2.764
C 0.824 -1.367 2.380
C -0.359 0.611 -2.032
H 3.847 -0.295 -3.758
H -0.492 1.216 -3.980
H -1.103 2.864 -0.020
H -3.697 2.460 2.549
H -1.149 -1.819 3.111
H -4.502 -2.168 1.670
H -2.485 0.464 2.909
H 2.533 0.641 2.744
H 4.461 1.550 -2.117
H 1.448 -1.612 1.519
H -3.390 2.290 0.822
H -0.303 -3.209 2.449
H -3.900 -0.024 0.404
H 2.906 1.331 -1.326
H 0.210 -3.005 -2.540
H -4.727 0.150 1.951
H 0.147 0.381 3.201
H -2.557 -3.451 1.188
H 0.646 4.133 1.170
H 0.979 2.607 3.126
H 0.784 -3.931 -3.918
H 1.368 -1.619 3.295
H 2.403 2.918 2.192
H 3.978 -0.864 -2.094
H 1.146 2.845 0.074
H 2.083 0.644 1.038
H -2.831 -2.299 -0.117
H 0.019 -2.373 -4.184
H 2.980 1.900 -2.999
H 2.520 -2.193 -4.399
H -1.201 2.711 2.910
H -3.316 -1.759 2.863
H 2.710 -2.821 -2.761
H -1.889 4.002 1.938
H -0.590 -2.285 0.281
```

=====

# C18H35NO4

A 3-piece molecular cluster, C18H35NO4 overall (the ωB97M-V functional and the def2-TZVPD basis, the Open Molecules 2025 dataset).

Calculated values
Kohn-Sham gap in eV: 10.051
HOMO in hartree: -0.348
Charge: 0
Energy relative to the best compared isomer or geometry (same formula, charge and spin) in kcal per mole: 0.0
SMILES: COCCCCCCC[C@@H]1CNC(=O)C1.CC(C)=O.CC(C)=O

```
58
C18H35NO4, DFT the ωB97M-V functional and the def2-TZVPD basis
O -6.687 -1.630 1.390
O 1.495 -0.008 -1.356
O 4.557 -0.259 1.832
O 6.199 3.447 4.044
N -7.309 -0.815 -0.653
C 5.607 3.067 1.773
C 2.480 -0.657 2.927
C 0.628 -2.183 -1.967
C 5.635 3.860 3.056
C -4.076 -0.022 -2.393
C -1.945 -2.086 -1.807
C -1.965 -1.271 -3.089
C 4.925 5.194 3.054
C -0.666 -2.897 -1.578
C 3.925 -0.223 2.866
C 4.548 0.261 4.152
C 2.750 0.518 -0.944
C 1.177 -1.284 -0.838
C -6.385 -1.134 0.364
C -6.541 -0.191 -1.742
C -5.163 -0.819 -1.638
C -3.369 -0.838 -3.481
C -4.989 -0.717 -0.110
H 2.039 -1.782 -0.405
H 4.521 -0.533 4.900
H 1.366 -2.958 -2.148
H 5.021 5.657 4.033
H 3.196 -0.011 -0.106
H 3.428 0.554 -1.792
H -0.705 -3.878 -2.032
H 2.154 -0.981 1.941
H -6.445 0.856 -1.454
H -2.763 -2.803 -1.878
H 4.575 2.837 1.501
H -4.608 0.783 -2.893
H 0.396 -1.194 -0.078
H -5.220 -1.855 -1.960
H 0.566 -1.614 -2.884
H 2.370 -1.487 3.626
H 6.149 2.135 1.911
H -1.488 -1.808 -3.898
H -3.387 0.453 -1.706
H -1.411 -0.351 -2.924
H -6.997 -0.234 -2.718
H -3.957 -1.700 -3.779
H -7.781 -1.665 -0.942
H 5.369 5.852 2.306
H -0.603 -3.087 -0.508
H -5.002 0.359 0.060
H 5.583 0.544 3.974
H 4.007 1.131 4.527
H 6.080 3.636 0.971
H -2.164 -1.485 -0.931
H 2.597 1.550 -0.638
H -4.170 -1.241 0.348
H 1.853 0.175 3.251
H 3.866 5.054 2.830
H -3.270 -0.221 -4.367
```

=====

# C18H36BBr12ClO4P

C18H36BBr12ClO4P as an isolated structure (the ωB97M-V functional and the def2-TZVPD basis, the Open Molecules 2025 dataset).

Calculated values
Kohn-Sham gap in eV: 6.308
HOMO in hartree: -0.182
Charge: -1

```
73
C18H36BBr12ClO4P, DFT the ωB97M-V functional and the def2-TZVPD basis
Br 4.828 0.945 -1.146
Br 2.633 3.678 -2.268
Br 3.003 -2.734 -0.270
Br 7.997 2.737 -1.066
Br 2.480 -0.947 3.206
Br 6.859 -0.897 3.305
Br 5.479 5.155 -0.018
Br 0.719 -3.847 -2.953
Br -2.018 -6.344 -0.623
Br -1.063 -0.086 3.160
Br 5.263 2.380 3.849
Br -3.676 -3.017 -0.167
Cl -3.044 -2.288 2.679
P -3.931 -0.329 2.410
O -5.336 -1.170 0.006
O -4.823 -0.194 3.764
O -5.903 0.909 -0.799
O -5.729 4.022 0.071
C 6.460 1.804 2.431
C 0.253 0.151 4.581
C -2.363 -3.623 -1.480
C 2.190 -4.787 -2.098
C 1.592 0.572 4.039
C -6.887 -1.185 -2.181
C 6.175 0.387 2.014
C -4.796 3.305 -0.193
C -8.415 -1.142 -2.400
C -2.599 -5.033 -1.948
C 4.044 1.263 -2.893
C 4.031 2.730 -3.228
C -5.599 1.109 0.540
C 2.268 -4.500 -0.623
C 7.997 4.671 -1.263
C -4.436 2.094 0.622
C 7.413 5.336 -0.047
C -5.348 -0.344 1.140
B -6.416 -0.492 -0.795
H 3.052 0.823 -2.877
H -6.578 -2.230 -2.150
H -3.646 -5.233 -2.149
H -1.380 -3.504 -1.034
H 0.306 -0.792 5.116
H 1.301 -4.539 -0.132
H -6.406 -0.681 -3.023
H 4.968 3.220 -2.983
H -0.156 0.918 5.234
H 7.785 4.912 0.880
H -5.550 -0.835 3.708
H -6.218 -0.713 1.707
H 2.947 -5.200 -0.141
H 3.806 2.875 -4.283
H 7.442 4.895 -2.167
H -4.159 3.524 -1.067
H 6.276 2.487 1.604
H -8.808 -2.160 -2.420
H 6.687 0.158 1.082
H 7.473 1.937 2.797
H -2.472 -2.932 -2.314
H 3.092 -4.493 -2.624
H -7.444 -0.443 -0.056
H 7.611 6.405 -0.064
H -8.923 -0.631 -1.585
H -4.252 2.417 1.649
H 5.112 0.187 1.908
H 9.038 4.955 -1.397
H -2.008 -5.256 -2.835
H 1.521 1.348 3.284
H 2.257 0.903 4.835
H 4.671 0.717 -3.594
H -3.511 1.660 0.243
H -8.689 -0.674 -3.345
H -6.442 1.530 1.102
H 1.995 -5.843 -2.268
```

=====

# C18H36BrN2O2

A 3-piece molecular cluster, C18H36BrN2O2 overall (the ωB97M-V functional and the def2-TZVPD basis, the Open Molecules 2025 dataset).

Calculated values
Kohn-Sham gap in eV: 3.564
HOMO in hartree: -0.373
Charge: +1
Energy relative to the best compared isomer or geometry (same formula, charge and spin) in kcal per mole: 49.2

```
59
C18H36BrN2O2, DFT the ωB97M-V functional and the def2-TZVPD basis
Br -0.886 1.807 -2.954
O 2.524 4.376 1.485
O 0.639 -1.327 -2.087
N -0.428 -2.212 -2.184
N 1.650 3.395 1.915
C -2.441 -1.113 -0.925
C -1.628 -4.039 -3.540
C 0.358 4.942 3.516
C 0.824 1.004 3.470
C -1.458 -2.297 -0.985
C -0.734 -2.708 -3.604
C 0.277 1.938 0.389
C 1.674 2.035 1.147
C 0.555 -3.052 -4.248
C 1.129 3.520 3.342
C -1.538 -1.689 -4.380
C 1.838 0.944 2.272
C 2.366 3.496 4.253
C -2.163 -3.618 -1.154
C -0.641 -2.409 0.375
C -2.738 -3.882 -2.532
C 2.968 1.909 0.254
C 0.214 2.426 3.656
H 0.052 2.558 4.726
H -1.765 -0.268 -1.050
H -1.537 -4.493 -0.985
H 2.799 1.012 2.782
H -2.035 -4.228 -4.533
H -2.433 -1.319 -3.880
H -3.509 -3.185 -2.860
H -0.056 -3.308 0.567
H 3.767 2.008 0.989
H -3.247 -4.843 -2.470
H -0.033 -1.520 0.541
H 1.802 -0.071 1.876
H 1.345 0.599 4.337
H -3.175 -1.023 -1.726
H 2.933 2.565 4.219
H 3.133 0.983 -0.297
H -0.885 -0.819 -4.458
H -0.510 4.929 2.857
H 0.182 1.000 -0.157
H -0.720 2.546 3.106
H 1.240 -3.687 -3.686
H -1.063 -4.960 -3.393
H -3.057 -0.986 -0.035
H -2.999 -3.726 -0.464
H -1.343 -2.479 1.206
H 1.108 -2.147 -4.501
H 2.036 3.928 5.197
H 0.059 4.974 4.563
H -1.621 -1.906 -5.445
H 3.178 4.144 3.923
H -0.577 2.175 1.023
H 0.011 0.280 3.420
H 0.527 -3.466 -5.255
H 2.884 2.692 -0.499
H 0.319 2.696 -0.394
H 0.827 5.895 3.273
```

=====

# C18H36Cl36

A 18-piece molecular cluster, C18H36Cl36 overall (the ωB97M-V functional and the def2-TZVPD basis, the Open Molecules 2025 dataset).

Calculated values
Kohn-Sham gap in eV: 10.767
HOMO in hartree: -0.388
Charge: 0
Energy relative to the best compared isomer or geometry (same formula, charge and spin) in kcal per mole: 32.0

```
90
C18H36Cl36, DFT the ωB97M-V functional and the def2-TZVPD basis
Cl 0.809 -2.389 -3.753
Cl -0.096 0.522 -0.645
Cl 1.131 3.083 -3.714
Cl 2.251 -3.660 1.169
Cl -1.534 -3.550 3.003
Cl -1.466 7.734 -4.360
Cl -0.298 2.902 -6.255
Cl 3.366 -0.791 -0.377
Cl -0.300 5.584 3.386
Cl -1.906 3.539 2.312
Cl -0.765 -2.328 6.297
Cl 1.249 -7.412 -0.505
Cl 1.297 0.210 8.191
Cl 0.512 -5.961 -3.071
Cl -3.816 0.699 -6.273
Cl -6.006 2.537 -5.315
Cl 0.335 1.351 5.624
Cl -3.860 -4.029 4.648
Cl 3.826 0.357 -3.023
Cl -3.495 -0.262 -0.957
Cl 5.583 -3.680 -5.539
Cl 3.626 -1.546 4.165
Cl 0.495 -1.267 -6.331
Cl 4.961 -5.004 -3.030
Cl -3.386 0.214 2.661
Cl 1.590 5.070 0.353
Cl 5.851 -0.823 2.417
Cl 0.275 0.230 2.345
Cl -3.204 5.421 -4.695
Cl 5.106 -3.922 0.842
Cl -2.443 5.994 -0.871
Cl -2.271 3.153 -1.694
Cl -3.854 1.583 5.232
Cl -2.295 -2.892 -1.630
Cl -2.703 -3.184 8.404
Cl 3.352 2.851 1.079
C 4.337 -0.308 3.112
C -0.290 -0.494 0.813
C 1.201 -7.373 -2.301
C -0.050 -1.158 -4.598
C 3.540 0.754 -1.313
C -3.624 -2.004 -0.941
C -1.563 6.056 -4.609
C 3.534 -4.217 0.146
C -1.861 5.309 2.529
C -3.087 0.225 4.393
C 1.500 0.320 6.381
C -1.456 -2.011 7.934
C 1.285 2.833 -5.518
C -4.270 2.282 -5.580
C -2.963 -4.519 3.203
C 1.693 3.354 0.933
C -3.213 4.418 -0.831
C 5.107 -3.376 -3.873
H 5.679 -2.770 -3.260
H -2.062 0.429 4.455
H 4.336 1.309 -0.892
H 3.561 -3.673 -0.846
H -4.207 4.519 -1.274
H 4.506 0.519 3.717
H -1.135 5.439 -3.814
H 2.297 -7.455 -2.533
H 1.652 1.806 -5.794
H 2.519 0.650 6.164
H -1.002 5.810 -5.505
H 1.878 3.632 -5.894
H -2.669 5.584 3.140
H -3.607 -2.122 0.090
H 3.420 -5.277 -0.051
H -3.806 2.230 -4.562
H 1.283 -0.660 6.020
H -3.274 4.054 0.152
H -2.628 -5.540 3.338
H -3.567 -4.285 2.356
H 4.126 -3.039 -3.823
H -4.543 -2.246 -1.478
H -1.133 -1.390 -4.581
H 0.279 -1.390 0.665
H 0.631 -8.251 -2.544
H -3.889 3.117 -6.161
H 1.278 3.310 1.922
H 1.074 2.811 0.247
H -1.893 5.883 1.598
H -1.357 -0.608 0.943
H -3.377 -0.768 4.850
H 2.577 1.233 -1.181
H -0.649 -2.022 8.630
H -1.869 -1.061 7.842
H 3.653 -0.029 2.343
H 0.186 -0.171 -4.249
```